[1]
Below is a structure of composition C11H5Cl5CrN7O2S2Te, with properties calculated with the ωB97M-V functional and the def2-TZVPD basis.

Output
⟨S²⟩: 3.8459
Energy relative to the best compared isomer or geometry (same formula, charge and spin) (kcal per mole): 12.4
HOMO-LUMO gap (spin up / spin down) (eV): 5.092 / 5.036
Max |F| (eV Å⁻¹): 0.497

```
! RIJCOSX wB97M-V def2-TZVPD def2/J DEFGRID3
* xyz -2 4
Cr -0.91 0.67 -0.87
Cl -4.22 -0.45 -0.22
C -3.04 -1.71 -0.36
C -1.70 -1.40 -0.66
C -0.88 -2.53 -0.75
Cl 0.80 -2.34 -1.19
C -1.31 -3.85 -0.54
Cl -0.22 -5.19 -0.66
C -2.64 -4.09 -0.23
Cl -3.20 -5.70 0.03
C -3.51 -3.01 -0.15
Cl -5.18 -3.32 0.22
N -1.45 -0.02 2.57
N -1.50 1.37 2.84
C -2.14 2.12 1.84
N -2.64 3.33 2.27
N -2.13 1.69 0.62
N -2.85 2.28 -0.37
O -2.55 1.77 -1.54
O -3.79 3.12 -0.18
H -1.20 -0.48 3.43
H -0.72 -0.22 1.87
H -0.57 1.77 3.00
H -3.07 3.24 3.18
H -3.24 3.73 1.55
S 0.53 2.74 -0.79
C 1.30 2.72 -2.37
C 2.23 3.76 -2.64
N 2.96 4.62 -2.83
C 1.02 1.74 -3.28
S -0.02 0.41 -3.09
C 1.69 1.82 -4.56
N 2.23 1.87 -5.58
Te 1.53 0.91 0.47
*
```

---

[2]
Below is the molecule C4H9N3 at a distorted geometry, with properties calculated with the ωB97M-V functional and the def2-TZVPD basis.

Output
Energy relative to the best compared isomer or geometry (same formula, charge and spin) (kcal per mole): 127.8
HOMO-LUMO gap (spin up / spin down) (eV): 7.547 / 7.696
Max |F| (eV Å⁻¹): 4.912

```
! RIJCOSX wB97M-V def2-TZVPD def2/J DEFGRID3
* xyz 0 1
C -1.22 0.27 -0.07
C -0.83 -1.02 -0.32
C 2.36 0.39 -0.24
C 1.33 -0.47 0.62
N -2.51 0.61 -0.02
N -3.48 -0.25 0.29
N 0.41 -1.33 -0.06
H -0.70 1.20 -0.39
H 1.86 1.34 -0.54
H 3.37 0.59 0.21
H 2.59 -0.14 -1.28
H 2.09 -0.95 1.27
H 0.95 0.26 1.38
H -2.63 1.60 -0.33
H -4.38 0.05 0.00
H 0.78 -2.14 -0.52
*
```

---

Among the records above, which one has the lowest max |F|? C11H5Cl5CrN7O2S2Te